(1)
93
Properties=species:S:1:pos:R:3 method="wB97M-V/def2-TZVPD" gap_ev="4.7 / 4.7" charge=-2 de_lowest_kcal_mol=0.8 max_force_ev_per_a=2.53 homo_ev="-0.9 / -0.9" mol_weight_g_mol=892.606
Ti 1.51531 -1.21488 0.35097
C 0.20742 4.92520 1.63941
C 0.92005 3.63793 2.04682
C 2.40385 3.71603 1.72102
C 0.74083 3.37582 3.54063
O 0.41725 2.57122 1.25420
Si -0.96025 1.66449 1.27140
S -0.69039 -0.04729 0.13915
O -1.34959 1.41553 2.84249
C -2.38118 0.67141 3.49298
C -1.71788 -0.52756 4.15369
C -2.98771 1.60318 4.53181
C -3.45934 0.20129 2.51622
O -2.20702 2.60932 0.68690
C -2.68122 2.90112 -0.62734
C -1.51604 3.10292 -1.59489
C -3.47529 4.19336 -0.49469
C -3.59082 1.77803 -1.10812
H 0.53327 5.76013 2.26923
H -0.87341 4.80219 1.74820
H 0.42667 5.16676 0.59522
H 2.54665 3.95520 0.66375
H 2.87657 2.75075 1.93169
H 2.89155 4.48730 2.32477
H 1.35253 4.08549 4.10492
H 1.05759 2.35625 3.78205
H -0.30304 3.48319 3.84119
H -0.92381 -0.19475 4.82719
H -1.26448 -1.17073 3.39625
H -2.45260 -1.10879 4.72033
H -2.22620 1.90233 5.25822
H -3.80758 1.11007 5.06206
H -3.37145 2.50152 4.04016
H -3.02981 -0.46269 1.76062
H -3.91314 1.05547 2.00497
H -4.23517 -0.34293 3.06133
H -0.75879 3.74506 -1.13711
H -1.86504 3.57498 -2.51962
H -1.05042 2.14677 -1.84945
H -2.80921 5.02353 -0.23936
H -4.21553 4.08697 0.30211
H -3.99129 4.42959 -1.43087
H -3.06520 0.82291 -1.06565
H -3.90280 1.96311 -2.14127
H -4.48285 1.71419 -0.47743
S 6.92117 0.05409 5.24322
C 5.66659 -0.39860 4.23703
S 5.81536 -1.53189 2.96549
C 4.17327 -1.50402 2.36400
C 3.34370 -0.66875 3.02220
S 1.62780 -0.47876 2.69902
S 4.07833 0.22728 4.33124
S 3.70708 -2.50420 1.01903
S 0.43604 -3.28468 0.98972
C 0.03341 -3.82156 -0.64838
N -0.61659 -4.95121 -0.76924
N -0.83182 -5.26699 -2.12147
C -1.53740 -6.35040 -2.47757
C -2.06053 -7.25698 -1.52440
C -2.78202 -8.36443 -1.94041
C -3.01833 -8.63224 -3.28838
C -2.50275 -7.73885 -4.22914
C -1.78023 -6.62472 -3.84559
N 0.37889 -3.07827 -1.73367
N 1.16730 -1.97145 -1.45438
C 1.17116 -1.17105 -2.64014
C 2.37759 -0.76537 -3.18988
C 2.40845 0.05547 -4.31379
C 1.22578 0.47218 -4.90583
C 0.01281 0.03576 -4.37270
C -0.01722 -0.79004 -3.25895
H -0.47837 -4.61318 -2.80497
H -1.87862 -7.05027 -0.47966
H -3.17436 -9.04208 -1.18760
H -3.58692 -9.50160 -3.59636
H -2.67147 -7.91621 -5.28737
H -1.39144 -5.94065 -4.59359
H 3.29916 -1.10937 -2.73348
H 3.36389 0.37192 -4.71992
H 1.24533 1.12412 -5.77097
H -0.92127 0.34648 -4.82781
H -0.94747 -1.12767 -2.82498
Cl 1.97793 3.60586 -2.42296
C 2.86138 2.33241 -1.63488
C 4.23171 2.30852 -1.66983
C 4.87307 1.27300 -1.02684
C 4.12122 0.29829 -0.38748
N 2.78678 0.32066 -0.36758
C 2.16553 1.33154 -0.97744
H 4.77943 3.08656 -2.18866
H 5.95207 1.19980 -1.01017
H 4.58080 -0.54724 0.10253
H 1.08279 1.33779 -0.94315

***

(2)
83
Properties=species:S:1:pos:R:3 method="wB97M-V/def2-TZVPD" gap_ev="7.8 / 7.9" max_force_ev_per_a=3.32 s_squared=9.34 homo_ev="-7.4 / -7.5" spin_multiplicity=6 mol_weight_g_mol=761.340
Dy 11.78905 6.68330 11.06264
C 16.43473 6.38140 8.44325
Si 15.03113 5.91353 9.70736
C 13.89205 4.69303 8.81315
C 15.84277 5.00963 11.19359
N 13.93015 7.10411 10.36508
P 14.01540 8.66462 10.78574
C 12.49590 9.23355 11.45014
P 11.09242 9.71090 10.53818
N 10.10352 8.47593 10.47431
Si 8.47450 8.15917 10.95512
C 7.99132 9.15849 12.49383
C 7.21566 8.32509 9.53115
C 8.61390 6.42988 11.51230
C 11.45627 10.42283 8.95045
C 12.13749 11.62232 8.90849
C 12.38619 12.32623 7.73576
C 11.95446 11.64596 6.54062
C 11.16017 10.53084 6.58942
C 10.92984 9.87108 7.79355
C 10.19876 11.16137 11.17800
C 10.37919 11.71530 12.45464
C 9.45872 12.72922 12.88473
C 8.48420 13.14013 12.06612
C 8.30925 12.64088 10.74145
C 9.19841 11.67026 10.29270
C 14.64573 9.64090 9.38182
C 14.45876 9.20855 8.08715
C 14.83843 10.00637 6.95713
C 15.52468 11.16313 7.27156
C 15.85971 11.57219 8.57344
C 15.36857 10.82800 9.70008
C 15.36582 9.04944 11.96911
C 16.67904 8.69652 11.57317
C 17.73126 9.22775 12.35778
C 17.52519 10.06334 13.39733
C 16.21085 10.44326 13.70694
C 15.15305 9.92118 13.01189
H 16.91063 5.44335 8.19119
H 17.15942 7.19964 8.60736
H 15.97964 6.59052 7.49349
H 14.36063 4.13501 8.00150
H 12.86978 5.00542 8.47472
H 13.63428 3.91680 9.55948
H 16.52773 4.20746 10.86772
H 15.09900 4.59854 11.87692
H 16.40009 5.86197 11.68861
H 7.92549 10.26005 12.42433
H 8.94066 9.01520 13.06456
H 7.12908 8.68200 13.11131
H 6.24884 8.22236 10.03938
H 7.37629 7.33154 9.10001
H 7.32822 9.12661 8.71128
H 9.07526 6.32194 12.50698
H 9.07426 5.75499 10.78759
H 7.69943 5.91972 11.79880
H 12.58574 11.91126 9.85095
H 12.85094 13.28080 7.60900
H 12.25803 12.08119 5.60450
H 10.85620 10.17365 5.61841
H 10.27908 9.01962 7.83587
H 11.22929 11.43554 13.07252
H 9.44451 13.12099 13.94302
H 7.80216 13.96877 12.37120
H 7.56479 13.10388 10.15325
H 9.16895 11.21749 9.29292
H 13.91760 8.25898 7.90558
H 14.65395 9.74270 5.94291
H 16.07275 11.72805 6.52457
H 16.61588 12.33984 8.67474
H 15.63833 11.14708 10.70840
H 16.84482 8.16815 10.64079
H 18.81121 9.09372 12.07913
H 18.34298 10.53943 13.90776
H 16.18657 11.14364 14.55752
H 14.14988 10.31700 13.21281
C 11.38712 4.36400 11.24001
H 12.27921 3.66970 11.39183
H 10.69876 3.69839 10.86930
H 11.03180 4.56225 12.31826
N 11.78726 8.84986 13.87796
C 11.91878 8.34177 12.70571
H 12.19183 9.82895 13.92190

***

(3)
90
Properties=species:S:1:pos:R:3 method="wB97M-V/def2-TZVPD" gap_ev=7.3 charge=-1 de_lowest_kcal_mol=26.9 max_force_ev_per_a=1.87 homo_ev=-5.4 mol_weight_g_mol=781.942
Ti -0.60994 1.01395 0.27948
C 1.08697 0.00041 2.87240
N 0.10509 0.94839 2.33768
C -0.41211 1.78920 3.17179
C -1.41347 2.69972 2.77508
C -2.05623 3.71778 3.48642
C -2.93177 4.31538 2.58325
C -2.77486 3.62173 1.37575
N -1.86206 2.64343 1.47949
C 2.52179 0.43297 2.71813
C 3.41573 0.26222 3.77007
C 4.76208 0.56889 3.61905
C 5.23254 1.05634 2.40891
C 4.34833 1.23013 1.35143
C 3.00674 0.91728 1.50499
H 0.96394 -0.94499 2.34738
H 0.86632 -0.20068 3.92533
H -0.07950 1.78776 4.21145
H -1.89569 3.97605 4.52197
H -3.60086 5.14139 2.76281
H -3.29075 3.82968 0.44676
H 3.05316 -0.12393 4.71610
H 5.44232 0.42931 4.45016
H 6.28048 1.30045 2.28900
H 4.70286 1.60546 0.39945
H 2.33560 1.03958 0.66303
C -0.49793 -0.89877 -2.93826
Si 0.22197 0.81414 -2.93463
C -0.82473 1.72820 -4.20856
C 2.00185 0.55921 -3.48293
N 0.21981 1.74369 -1.40230
C 0.87469 2.97989 -1.46633
C 1.30588 3.67308 -2.60874
C 1.97021 4.89149 -2.52017
C 2.23943 5.48645 -1.29985
C 1.82079 4.84132 -0.14140
C 1.16539 3.64681 -0.27413
F 0.73805 3.00010 0.84414
H -0.45344 -1.23449 -3.98029
H -1.53649 -0.95944 -2.61881
H 0.08592 -1.58764 -2.33388
H -0.87046 1.11939 -5.11551
H -0.50408 2.73066 -4.48961
H -1.85228 1.80025 -3.84141
H 2.01314 -0.07212 -4.37536
H 2.52106 0.01296 -2.68952
H 2.57270 1.46060 -3.69648
H 1.12340 3.27010 -3.59125
H 2.27894 5.37953 -3.43628
H 2.75357 6.43600 -1.24412
H 1.98556 5.24702 0.84783
C 0.71566 -4.78237 2.93405
C -0.67398 -4.16194 2.94464
S -0.90909 -2.71627 1.88852
C -0.48235 -3.41079 0.26282
C 0.97144 -3.41031 -0.25256
S 2.09170 -2.03058 0.16926
C 3.48200 -2.90416 0.94142
C 3.24115 -3.97851 1.99927
S 2.06521 -3.62838 3.33341
H 0.92280 -5.21643 1.95854
H 0.73641 -5.59905 3.65845
H -0.92583 -3.83157 3.95538
H -1.40101 -4.93197 2.67428
H -1.11381 -2.88758 -0.44886
H -0.82002 -4.45121 0.27398
H 0.91730 -3.47434 -1.33932
H 1.48032 -4.31693 0.06984
H 4.07074 -2.09157 1.37570
H 4.10616 -3.35663 0.16504
H 4.20588 -4.16713 2.47517
H 2.94567 -4.92110 1.54001
N -2.68472 1.26398 -0.81039
C -3.46381 0.17416 -1.34761
C -3.57043 -1.00675 -0.62350
C -4.27595 -2.07560 -1.15059
C -4.86841 -1.97809 -2.40333
C -4.77561 -0.79275 -3.11490
C -4.08698 0.28918 -2.58118
S -5.78033 -3.37963 -3.07080
O -5.00001 -4.53404 -2.64992
O -5.79461 -3.14417 -4.50659
O -7.08215 -3.27262 -2.42943
H -2.32499 1.88985 -1.52575
H -3.18916 1.84000 -0.15027
H -3.08166 -1.08698 0.33816
H -4.35259 -3.01117 -0.61128
H -5.23862 -0.73884 -4.09133
H -4.01171 1.21841 -3.13656
O -0.59428 -0.51241 -0.18328

***

(4)
80
Properties=species:S:1:pos:R:3 method="wB97M-V/def2-TZVPD" gap_ev="4.8 / 4.8" charge=+1 max_force_ev_per_a=1.76 s_squared=0.76 homo_ev="-10.2 / -10.1" spin_multiplicity=2 mol_weight_g_mol=598.782
Fe -0.41108 1.08411 0.27225
C -2.53183 3.85310 -1.27420
C -2.76582 2.81953 -0.21132
C -3.68039 1.79072 -0.42904
C -4.08488 0.95729 0.60906
C -5.17184 -0.05178 0.40733
C -3.53933 1.14370 1.87639
C -2.60936 2.14745 2.12330
C -2.16889 2.42658 3.53078
C -2.21041 2.96855 1.06345
H -2.02468 3.43810 -2.14480
H -1.95109 4.68468 -0.88352
H -3.49216 4.25321 -1.59730
H -4.13525 1.67909 -1.40406
H -6.12211 0.36516 0.74421
H -4.98253 -0.94845 0.99214
H -5.26895 -0.32671 -0.64033
H -3.89409 0.54437 2.70359
H -3.03978 2.50611 4.17898
H -1.61533 3.35883 3.59377
H -1.54985 1.61990 3.92129
H -1.60498 3.83844 1.27643
C 1.39525 -1.10041 0.69618
Si 1.99063 0.23489 -0.55855
C 2.44125 0.30240 -2.42269
C 3.61559 0.88773 0.17199
C 4.88319 0.33731 0.21165
C 5.93113 1.07705 0.74180
C 5.71673 2.36437 1.21279
C 4.44716 2.91931 1.17482
C 3.39731 2.18103 0.65735
Si 1.54721 2.57659 0.53735
C 1.06400 3.00411 2.35233
C 1.18145 3.98967 -0.69641
H 2.21054 -1.75879 0.97366
H 0.59606 -1.71767 0.30744
H 1.03952 -0.61503 1.61357
H 3.24622 -0.39571 -2.63609
H 2.81097 1.30050 -2.64969
H 1.62218 0.08355 -3.09890
H 5.05666 -0.66276 -0.16464
H 6.92274 0.64995 0.78495
H 6.54158 2.93478 1.61393
H 4.27948 3.92133 1.54184
H 1.94871 3.35592 2.87225
H 0.69811 2.14343 2.90562
H 0.32230 3.78842 2.41846
H 1.60519 4.91642 -0.32655
H 0.12140 4.14429 -0.84914
H 1.62932 3.79020 -1.66247
O -0.31312 -0.12151 -1.42576
S -0.55917 -0.97762 -2.71307
C -0.11820 -2.72948 -2.32488
C 1.34878 -3.01576 -2.26882
C 1.92391 -3.62240 -1.15854
C 3.28784 -3.86111 -1.11665
C 4.09128 -3.51202 -2.18878
C 3.51393 -2.97041 -3.32602
C 2.15392 -2.72360 -3.36347
C -3.14593 -1.79243 -1.27168
C -2.95170 -2.51162 -0.11001
C -2.23899 -1.96761 0.99607
C -2.05685 -2.70134 2.14224
C -2.56538 -3.99696 2.24198
C -3.25959 -4.55742 1.17119
C -3.45361 -3.83634 0.02071
H -0.57169 -3.27430 -3.15610
H -0.62764 -3.00415 -1.40259
H 1.29932 -3.93377 -0.33379
H 3.72330 -4.33984 -0.25247
H 5.15832 -3.67229 -2.14713
H 4.12141 -2.75179 -4.19048
H 1.70421 -2.29955 -4.24861
H -3.60804 -2.24468 -2.12954
H -2.83963 -0.76670 -1.34670
H -1.84173 -0.95218 0.90406
H -1.51971 -2.28304 2.98267
H -2.41121 -4.57118 3.14246
H -3.64358 -5.56418 1.25017
H -4.00774 -4.24955 -0.80774

***

(5)
84
Properties=species:S:1:pos:R:3 method="wB97M-V/def2-TZVPD" gap_ev=6.9 charge=+2 de_lowest_kcal_mol=0.9 max_force_ev_per_a=0.62 homo_ev=-13.1 mol_weight_g_mol=992.042
Pb 0.37545 -0.75008 0.50537
O -5.50513 -2.79898 -3.07111
C -5.38379 -3.01720 -1.68708
C -4.11933 -2.35917 -1.21576
C -3.21286 -1.81167 -2.10836
C -2.05072 -1.25198 -1.62044
N -1.78431 -1.18919 -0.31245
C -2.66192 -1.69793 0.57700
C -3.82841 -2.29284 0.14756
C -2.32215 -1.53428 2.02282
C -3.19853 -1.88750 3.03286
C -2.86766 -1.64557 4.35864
C -3.80419 -2.02200 5.47034
O -4.89104 -2.72581 4.91784
C -1.65068 -1.03083 4.63302
C -0.81732 -0.71881 3.58753
N -1.13366 -0.97198 2.30891
H -6.27185 -3.27138 -3.41044
H -5.32265 -4.08299 -1.44133
H -6.22679 -2.60070 -1.12742
H -3.40715 -1.83051 -3.17027
H -1.29804 -0.84210 -2.28781
H -4.52715 -2.71124 0.86105
H -4.15074 -2.34921 2.82374
H -4.12558 -1.10399 5.97348
H -3.25175 -2.61922 6.20154
H -5.48938 -3.00064 5.62015
H -1.34992 -0.79797 5.64742
H 0.13989 -0.24760 3.76751
C 3.04774 1.44456 3.75390
C 2.59895 0.54961 2.59144
Ge 1.84127 1.66179 1.14424
C 3.11291 1.67634 -0.33947
C 4.38610 2.39782 0.12245
C 1.48003 3.46775 1.69860
C 0.33450 3.97383 1.23929
Ge -0.70772 2.56651 0.39334
C -2.35913 1.98410 1.26873
C -3.46667 3.04573 1.35195
C -0.72764 2.54664 -1.55538
C -1.73600 3.53808 -2.15571
C -0.11686 5.38564 1.28695
C 0.63885 6.36102 1.94197
C 0.21759 7.67852 1.97011
C -0.96209 8.05273 1.33577
C -1.71540 7.10190 0.66577
C -1.28882 5.78183 0.64663
H 3.51522 0.84425 4.53586
H 2.20979 1.98444 4.19877
H 3.77939 2.18585 3.42911
H 1.90676 -0.21716 2.95001
H 3.43995 0.01247 2.14820
H 2.65905 2.17555 -1.19745
H 3.33602 0.64803 -0.63681
H 4.18508 3.43863 0.38419
H 5.13095 2.39905 -0.67473
H 4.84247 1.91350 0.98954
H 2.23208 4.07952 2.19986
H -2.09101 1.64713 2.26978
H -2.70489 1.12086 0.70009
H -3.17151 3.89314 1.96736
H -4.35657 2.60479 1.80492
H -3.75846 3.42312 0.37073
H -0.95605 1.52587 -1.87513
H 0.29069 2.77055 -1.88013
H -2.75988 3.32120 -1.84333
H -1.71238 3.46826 -3.24456
H -1.50605 4.56844 -1.88651
H 1.56663 6.09232 2.43442
H 0.81356 8.42113 2.48475
H -1.28673 9.08505 1.35930
H -2.62644 7.38780 0.15554
H -1.87756 5.05617 0.10205
I -1.85358 0.53671 -4.96393
C 0.19994 0.49855 -4.53793
C 1.08280 1.04975 -5.45578
C 2.43409 1.00978 -5.15354
C 2.84559 0.42699 -3.96427
C 1.87717 -0.09161 -3.12794
N 0.56564 -0.05950 -3.39562
H 0.72269 1.48761 -6.37574
H 3.15600 1.42559 -5.84445
H 3.89272 0.36803 -3.69907
H 2.15702 -0.57406 -2.19671